20
Properties=species:S:1:pos:R:3:forces:R:3 method="wB97M-V/def2-TZVPD" charge=0 de_lowest_kcal_mol=114.1
C -0.316321 0.332322 -1.229878 1.0770 0.5500 1.3453
C 0.120595 1.756772 -1.236297 -0.0460 -0.0988 -0.2867
C 0.360425 1.223268 0.140349 -0.3578 -0.7028 -0.7310
C 0.620484 -0.718305 -1.788323 -0.0867 0.1726 -0.0053
O -1.590470 0.031327 -1.153001 -0.9262 -0.8701 1.0235
H -1.753774 -0.758875 -0.193504 0.4445 0.8284 -1.5531
H -0.683349 2.475250 -1.339226 0.0244 0.0166 0.0008
H 0.995938 1.986167 -1.834993 -0.0255 0.0284 -0.0052
H -0.298859 1.580233 0.916450 -0.0848 -0.0545 0.0085
H 1.372999 0.995547 0.445046 0.0698 0.0547 -0.0394
H 0.468103 -0.775215 -2.868790 0.0107 -0.0397 -0.0067
H 1.667424 -0.479868 -1.601909 0.0083 0.0132 0.0039
H 0.393696 -1.703283 -1.377207 0.0045 -0.0049 0.0160
C -0.390190 -1.008311 1.411904 -0.8006 -0.5105 -0.8995
N -0.178634 -0.379833 2.650869 0.1207 0.3267 0.7587
N 0.969320 -0.312060 3.109263 -0.1701 -0.1298 -0.3222
N -1.596892 -1.208713 0.970575 0.8246 0.1475 0.6637
H 1.680283 -0.752313 2.477171 -0.2352 0.0227 -0.0310
H -2.301290 -0.808024 1.586718 0.1136 0.1192 0.1121
H 0.460510 -1.476085 0.914784 0.0347 0.1310 -0.0527